[1]
Density functional theory data (ωB97M-V/def2-TZVPD) for 5 unconnected molecules or ions with the total composition C24H52BN2O15.

XYZ file:
```
94
Properties=species:S:1:pos:R:3:forces:R:3
C 4.800748 3.267731 -2.282526 -0.20 -0.82 -0.92
C 4.443132 1.841301 -2.860996 1.59 1.30 0.77
O 3.367566 1.241396 -2.138200 -0.31 0.19 -1.14
C 2.397574 0.678582 -2.991471 -1.12 -1.41 0.63
C 1.128723 1.566888 -2.846684 2.21 1.97 0.65
C 0.617061 1.560488 -1.358493 -0.02 -0.82 -0.46
C -0.972957 1.579717 -1.423852 0.84 -0.17 -0.09
C -1.604160 2.991899 -1.223249 0.46 -0.07 -1.18
C -0.956201 4.128829 -2.082965 -0.59 0.17 -0.30
C -1.865924 4.565687 -3.295633 0.99 -0.06 0.56
O -1.807550 5.953835 -3.534684 -0.49 -0.21 -0.23
B -1.608602 0.636250 -0.252511 0.01 -1.18 0.03
C -3.050149 0.826085 0.400145 0.36 -0.34 -0.26
O -0.818286 -0.467856 0.205695 -0.59 2.23 -0.74
C -1.140085 0.905850 -2.836726 -0.23 -1.23 1.78
N -0.051106 1.408378 -3.753421 -1.10 0.88 1.13
C 0.044341 0.715988 -5.061526 -0.87 -1.22 -1.70
N -0.472902 1.497522 -6.189566 0.37 -0.03 0.92
H 4.105479 3.498925 -1.462167 0.49 0.13 -0.18
H 5.861186 3.268448 -1.989501 -0.54 0.16 0.29
H 4.706996 4.002394 -3.103529 -0.12 -0.12 0.60
H 5.345356 1.219359 -2.706657 -0.56 -0.03 -0.38
H 4.259112 1.977509 -3.938873 -0.26 -0.51 0.39
H 2.155159 -0.324131 -2.576694 0.16 0.31 -0.33
H 2.751006 0.513316 -4.020642 -0.07 0.37 0.32
H 1.500886 2.584993 -3.093211 -0.08 -0.50 0.15
H 1.087456 2.310208 -0.701739 -0.39 0.20 -0.68
H 1.047336 0.616993 -0.963661 -0.86 0.25 0.03
H -2.660069 2.914345 -1.546846 0.38 0.08 0.47
H -1.587752 3.262764 -0.152225 0.01 -0.18 -0.49
H 0.022319 3.857258 -2.522584 -0.28 0.09 0.59
H -0.760545 5.006445 -1.436542 -0.19 -0.35 -0.37
H -2.913903 4.271127 -3.131935 0.33 0.18 -0.12
H -1.477167 4.054194 -4.211103 -0.46 0.05 0.25
H -1.065791 6.342985 -3.074454 0.25 0.06 0.12
H -3.702492 1.556867 -0.098305 0.27 -0.06 0.45
H -2.921438 1.047462 1.481090 -0.25 0.09 -0.51
H -3.580552 -0.149745 0.370236 0.38 0.39 0.05
H -0.552345 -0.201279 1.091380 0.05 -0.62 0.50
H -2.160450 0.942016 -3.255579 0.66 0.09 -0.19
H -0.808570 -0.131182 -2.629130 -0.63 0.17 -0.47
H -0.356494 2.379272 -3.881557 0.24 -0.13 -0.65
H -0.592929 -0.188762 -4.990734 0.54 0.33 0.23
H 1.049288 0.360616 -5.325234 -0.03 0.48 0.79
H -0.691697 2.453365 -5.943227 -0.07 0.03 -0.32
H -1.251556 1.038298 -6.635656 -0.17 0.23 0.06
C 1.880465 8.083898 1.210170 -0.10 0.44 0.06
O 2.193445 6.828040 0.602640 -0.03 -0.10 -0.12
C 2.448232 5.853259 1.474824 0.01 0.19 -0.24
O 2.431500 5.950715 2.667421 -0.02 -0.06 0.26
O 2.725474 4.742975 0.783495 -0.04 -0.20 -0.22
C 3.019782 3.608914 1.598428 0.11 -0.33 0.11
H 1.693915 8.793557 0.407623 0.06 -0.19 -0.11
H 0.982933 8.002636 1.822462 0.12 -0.05 0.09
H 2.718385 8.442238 1.806496 -0.08 -0.10 0.08
H 2.165756 3.351509 2.225433 0.08 0.13 0.11
H 3.901441 3.792102 2.211110 -0.13 0.05 0.09
H 3.228704 2.772617 0.932482 -0.02 0.17 -0.17
C -0.893512 -3.309333 0.726412 0.20 -0.29 -0.24
O -1.986334 -3.772401 1.516862 -0.07 0.07 -0.14
C -1.629171 -4.212690 2.725523 -0.39 -0.10 0.03
O -0.512656 -4.237586 3.161785 0.29 0.06 0.06
O -2.729052 -4.615031 3.358936 -0.04 0.03 -0.06
C -2.493855 -5.115253 4.677717 -0.05 -0.18 0.41
H -1.296272 -2.976209 -0.225350 -0.20 -0.03 0.12
H -0.401935 -2.473222 1.207363 0.13 -0.16 0.10
H -0.183311 -4.116314 0.541781 0.02 0.03 0.15
H -2.064718 -4.341482 5.313427 0.12 -0.05 -0.09
H -1.844524 -5.989395 4.648895 0.09 0.13 -0.02
H -3.454468 -5.410597 5.090964 -0.04 0.06 -0.18
C 4.353019 -1.542147 0.267712 -0.20 0.23 0.21
O 5.422155 -2.387361 -0.150946 -0.05 0.05 0.03
C 5.356754 -2.752412 -1.430752 0.39 -0.20 0.30
O 4.502631 -2.429523 -2.212867 -0.30 0.18 -0.24
O 6.399537 -3.535776 -1.688524 -0.05 0.05 0.00
C 6.458785 -4.007673 -3.034837 0.14 -0.21 -0.33
H 4.509912 -1.312958 1.319218 0.19 -0.16 -0.04
H 4.353053 -0.608771 -0.297331 -0.08 -0.10 -0.10
H 3.395465 -2.053482 0.162754 0.03 0.05 -0.12
H 6.548157 -3.174531 -3.731550 -0.13 -0.01 0.04
H 5.582810 -4.611309 -3.270292 -0.03 0.14 -0.01
H 7.345503 -4.630752 -3.119571 0.01 0.07 0.22
C -6.238445 -5.763098 4.718593 0.16 0.14 -0.33
O -7.324325 -6.228618 5.513243 -0.03 0.03 -0.07
C -6.956006 -6.664716 6.718537 -0.40 -0.05 -0.03
O -5.834666 -6.685841 7.145570 0.30 0.02 0.07
O -8.048452 -7.070538 7.361636 -0.01 0.01 -0.03
C -7.798628 -7.566866 8.676742 -0.07 -0.16 0.37
H -6.646388 -5.433827 3.765911 -0.19 -0.07 0.10
H -5.746733 -4.916580 5.198129 0.05 -0.10 0.05
H -5.525508 -6.566559 4.532795 0.03 0.05 0.11
H -7.366409 -6.789585 9.306140 0.11 -0.06 -0.08
H -7.145132 -8.437942 8.641954 0.09 0.12 -0.01
H -8.756363 -7.864710 9.096578 -0.06 0.08 -0.21
```
Positions in Å, forces in eV/Å.

strongest force on any atom	3.03	eV Å⁻¹
gap between HOMO and LUMO	9.70	eV
charge	+1
E_HOMO	-12.12	eV

[2]
Density functional theory data (ωB97M-V/def2-TZVPD) for a molecular structure, C41H53BrN5P2SSe2SiV.

XYZ file:
```
107
Properties=species:S:1:pos:R:3:forces:R:3
V 1.659623 -0.136156 -1.486394 0.55 0.15 -1.13
Se 2.392578 -3.779551 3.626038 -0.19 -0.13 0.04
P 0.812076 -2.380355 3.782901 0.11 -0.25 0.14
C 0.951195 -1.261736 5.195992 0.02 -0.07 -0.19
C 0.208636 -0.084921 5.274780 0.04 -0.02 0.07
C 0.287960 0.694662 6.415526 -0.11 0.04 -0.06
C 1.097340 0.305230 7.474490 0.05 -0.06 0.03
C 1.838369 -0.863632 7.391510 -0.05 0.04 0.05
C 1.765580 -1.651696 6.252913 0.03 0.02 0.01
C -0.868541 -3.059592 3.865639 0.22 0.07 -0.18
C -1.068756 -4.372511 4.274670 0.08 -0.05 0.04
C -2.359221 -4.854171 4.438484 0.01 -0.05 0.04
C -3.443486 -4.018724 4.220691 -0.07 0.00 -0.02
C -3.243397 -2.704859 3.817623 -0.05 0.06 -0.08
C -1.958821 -2.225244 3.627048 0.01 -0.03 -0.01
C 0.908020 -1.362900 2.287526 -0.31 -0.08 -0.47
C 0.797011 -1.651219 0.920192 0.20 0.31 0.22
N 1.374234 -0.569904 0.310444 -0.61 -0.66 1.47
N 1.770037 0.308329 1.213973 0.03 0.26 0.14
N 1.489559 -0.144568 2.395007 0.26 -0.03 0.17
P 0.101169 -2.855560 -0.231607 -0.11 -0.22 0.49
Se 0.597539 -2.086993 -2.236862 -0.39 -0.87 -0.51
C 0.768312 -4.513444 -0.029145 -0.08 0.26 -0.14
C 0.373548 -5.293498 1.055419 0.02 0.03 -0.02
C 0.912333 -6.559332 1.213030 -0.05 -0.02 0.09
C 1.834260 -7.048556 0.299971 0.00 0.03 -0.02
C 2.219332 -6.274171 -0.787520 0.04 0.01 0.02
C 1.687048 -5.007402 -0.955710 0.01 0.01 -0.01
C -1.690878 -2.825083 -0.087642 0.26 0.04 0.00
C -2.298836 -1.570640 -0.170446 0.01 -0.03 0.05
C -3.676946 -1.481025 -0.188475 0.03 0.10 0.04
C -4.446788 -2.636518 -0.122331 -0.03 -0.06 0.04
C -3.839387 -3.879286 -0.042513 -0.05 -0.08 0.01
C -2.456124 -3.984183 -0.034221 0.08 0.01 -0.03
H -0.415125 0.233717 4.450350 0.00 0.02 0.00
H -0.289645 1.607225 6.480588 0.02 0.01 0.01
H 1.147219 0.914139 8.367285 0.01 0.01 -0.01
H 2.470877 -1.169188 8.213809 0.00 0.01 0.01
H 2.343042 -2.564725 6.186640 0.00 0.01 -0.04
H -0.213676 -5.006584 4.482365 0.01 0.01 -0.05
H -2.515420 -5.876370 4.757326 0.00 0.01 0.01
H -4.449407 -4.387045 4.375811 0.01 0.00 -0.01
H -4.088910 -2.048418 3.661176 -0.03 -0.01 -0.02
H -1.804441 -1.199716 3.312815 -0.04 0.00 -0.02
H -0.347293 -4.919677 1.768724 0.00 0.02 0.10
H 0.616317 -7.159652 2.062652 -0.01 -0.01 -0.01
H 2.247777 -8.039576 0.430685 0.00 0.00 0.00
H 2.927467 -6.658292 -1.509759 -0.02 -0.03 0.00
H 1.961311 -4.413891 -1.817916 0.03 -0.02 0.01
H -1.690944 -0.674451 -0.241798 -0.04 0.02 0.03
H -4.152445 -0.511588 -0.260260 -0.01 -0.02 0.01
H -5.526594 -2.568029 -0.138755 0.01 0.01 0.00
H -4.439253 -4.778432 -0.000644 -0.02 0.02 0.00
H -1.984263 -4.957275 -0.005876 -0.04 0.01 0.01
S 3.891464 0.106557 -1.764140 0.64 0.38 -0.46
C 4.301287 -1.085463 -0.593404 0.16 -0.46 0.60
N 4.674101 -0.836359 0.643730 0.13 0.02 -0.09
C 4.999645 -2.057841 1.390264 0.06 -0.04 0.15
C 4.794761 -3.157368 0.327917 0.01 -0.11 0.10
N 4.286403 -2.395208 -0.822361 0.13 0.02 0.02
H 4.682735 0.084759 1.052240 -0.11 0.06 -0.10
H 4.330146 -2.179584 2.243342 -0.07 0.01 -0.07
H 6.024362 -2.012420 1.754623 0.00 0.00 -0.03
H 4.065710 -3.902250 0.644193 -0.05 0.03 0.03
H 5.724238 -3.663695 0.070194 -0.01 0.05 -0.04
H 4.227552 -2.774866 -1.751922 -0.08 0.07 -0.07
C -2.815384 5.498277 -1.952907 0.21 0.09 -0.20
C -2.160956 4.105190 -1.888502 0.24 -0.27 -0.08
C -1.762498 3.811702 -0.432539 0.10 0.10 -0.07
C -3.195680 3.047768 -2.303251 0.08 0.11 -0.06
Si -0.668177 4.129338 -3.102134 -0.05 0.04 -0.04
Br 0.538314 1.773096 -2.103689 -0.78 1.43 -0.46
C 0.784861 5.334139 -2.752300 -0.07 -0.35 0.13
C 0.883827 5.666477 -1.255560 -0.10 -0.01 -0.10
C 2.146147 4.771154 -3.192669 -0.08 -0.03 -0.08
C 0.499200 6.630492 -3.534001 -0.25 -0.12 -0.11
C -0.954654 3.531726 -4.908293 0.21 -0.13 0.28
C -1.475988 2.087842 -4.995971 -0.07 0.07 0.09
C 0.337339 3.604144 -5.736338 -0.06 0.07 0.09
C -1.994637 4.482396 -5.532100 -0.02 0.14 0.26
H -3.706890 5.496079 -1.322515 -0.02 -0.02 0.01
H -3.128240 5.760766 -2.966349 -0.03 0.05 0.02
H -2.151466 6.280597 -1.580867 -0.04 0.02 -0.01
H -2.663971 3.860863 0.182506 -0.03 0.00 0.00
H -1.054674 4.535917 -0.035721 -0.06 -0.07 0.04
H -1.334290 2.815584 -0.325123 -0.03 0.00 0.06
H -4.009740 3.055668 -1.574858 -0.01 0.01 0.02
H -2.761749 2.046086 -2.314572 -0.06 -0.02 -0.01
H -3.633157 3.260867 -3.278794 0.00 -0.07 0.02
H 1.055315 4.771597 -0.655071 0.01 0.04 0.04
H -0.004753 6.182567 -0.890184 0.04 -0.03 0.04
H 1.732654 6.336584 -1.105294 0.02 0.01 -0.01
H 2.396237 3.856059 -2.655361 0.06 0.03 -0.01
H 2.912973 5.513644 -2.961804 0.00 0.02 0.02
H 2.193776 4.573904 -4.260941 0.05 0.00 0.06
H -0.457847 7.077422 -3.254114 0.02 0.06 -0.03
H 0.505593 6.471585 -4.613721 -0.01 0.04 0.01
H 1.281902 7.356001 -3.303851 0.02 0.00 0.02
H -0.777212 1.379043 -4.553429 -0.02 -0.04 -0.05
H -1.589655 1.829161 -6.050874 0.00 0.02 -0.03
H -2.446138 1.962707 -4.520334 0.04 -0.04 -0.05
H 1.115476 2.957592 -5.327794 0.02 0.02 -0.04
H 0.719532 4.621871 -5.817777 0.04 -0.05 -0.01
H 0.117575 3.260014 -6.749079 -0.02 -0.01 -0.01
H -2.966403 4.412430 -5.040314 0.00 0.03 -0.04
H -2.134760 4.208361 -6.579572 0.02 -0.01 -0.02
H -1.665403 5.524035 -5.504869 -0.05 0.02 -0.04
```
Positions in Å, forces in eV/Å.

strongest force on any atom	1.73	eV Å⁻¹
spin multiplicity	3
gap between HOMO and LUMO (alpha / beta)	6.08 / 6.74	eV
charge	+2
E_HOMO (alpha / beta)	-12.36 / -12.36	eV

[3]
Density functional theory data (ωB97M-V/def2-TZVPD) for C17H25N3O3S2 in the gas phase.

XYZ file:
```
50
Properties=species:S:1:pos:R:3:forces:R:3
C -0.220268 4.592311 -0.676812 0.02 0.04 -0.07
H 0.429739 5.349379 -0.244143 0.01 0.04 -0.09
O -0.632237 3.767504 0.382837 -0.09 -0.16 0.30
C -1.492281 2.736228 -0.027491 -0.08 -0.17 -0.12
C -1.920880 1.952738 1.216210 0.28 0.70 -0.01
N -2.550984 0.701170 0.854998 -0.07 -0.17 -0.07
C -1.823090 -0.424562 0.644108 -0.04 -0.60 -0.16
N -2.319149 -1.565660 0.274487 0.50 -0.14 0.06
C -3.650914 -1.630836 0.097552 -0.56 0.80 0.09
C -4.472140 -0.554769 0.276762 0.10 -0.50 -0.20
C -3.954838 0.728300 0.664344 0.14 -0.41 -0.08
O -4.572920 1.757225 0.826234 -0.26 0.24 0.02
S -6.160788 -0.873877 -0.022583 -0.26 -0.10 0.05
C -5.758637 -2.543485 -0.701992 -0.24 0.38 -0.05
H -6.507868 -3.238976 -0.333130 0.02 -0.03 -0.06
C -4.340269 -2.908925 -0.269964 0.02 0.01 0.06
H -3.801078 -3.428698 -1.062150 0.03 -0.03 0.05
H -4.349156 -3.560136 0.608761 0.03 -0.01 -0.01
H -5.844176 -2.468332 -1.786042 0.04 -0.09 0.04
S -0.092113 -0.333765 0.886112 0.42 0.08 0.15
C 0.365902 -2.041545 0.448900 -0.35 0.14 0.15
H -0.099607 -2.702888 1.178533 0.15 0.00 -0.17
C 1.873233 -2.257776 0.516091 -0.42 0.05 -0.02
O 2.329448 -3.028743 1.338883 0.06 -0.16 0.28
N 2.651165 -1.622398 -0.383746 0.25 -0.08 -0.19
C 2.221172 -0.648945 -1.355994 -0.16 0.31 -0.27
H 1.164652 -0.798303 -1.575959 0.07 -0.02 -0.04
H 2.773026 -0.855324 -2.279176 -0.13 -0.03 0.07
C 2.458630 0.822995 -0.936165 -0.02 0.00 0.10
C 3.180914 1.009837 0.397339 0.11 0.13 -0.28
C 4.630220 0.517934 0.402773 -0.09 -0.15 0.30
C 4.761388 -0.967052 0.728500 0.00 0.06 -0.31
H 5.817510 -1.238449 0.776919 0.03 -0.05 0.06
C 4.081616 -1.864222 -0.302331 0.33 -0.25 0.41
H 4.513089 -1.702329 -1.292638 -0.05 -0.01 -0.02
H 4.223069 -2.909341 -0.014708 0.03 0.12 -0.14
H 4.317581 -1.168753 1.704695 0.04 -0.05 0.05
H 5.090474 0.725215 -0.566528 0.08 0.08 -0.05
H 5.188204 1.077870 1.156025 0.06 0.04 -0.06
H 3.168952 2.079297 0.617323 -0.06 0.00 0.06
H 2.621388 0.511698 1.191157 0.01 0.07 0.12
H 3.032224 1.325902 -1.716906 -0.01 0.05 -0.03
H 1.495922 1.329176 -0.858454 -0.02 0.03 -0.12
H -0.040934 -2.253391 -0.539309 0.04 -0.04 0.04
H -1.043101 1.761987 1.837217 -0.12 0.02 0.01
H -2.649781 2.539129 1.779770 0.18 -0.14 -0.01
H -2.379082 3.143221 -0.535908 0.07 -0.07 0.04
H -0.971233 2.063345 -0.731013 -0.07 0.06 0.07
H -1.076561 5.077331 -1.160599 0.03 0.00 0.01
H 0.334551 4.021678 -1.432802 -0.01 0.02 0.02
```
Positions in Å, forces in eV/Å.

SMILES	COCCn1c(SCC(=O)N2CCCCCC2)nc2c(c1=O)SCC2
strongest force on any atom	0.98	eV Å⁻¹
gap between HOMO and LUMO	8.36	eV
E_HOMO	-7.76	eV
energy relative to the best compared isomer or geometry (same formula, charge and spin)	0.987	eV